Formula: C6H14HgO3
Source: the Open Molecules 2025 dataset
Level of theory: ωB97M-V/def2-TZVPD

Results
highest occupied orbital energy: -7.599 eV
LUMO level: 0.8 eV
frontier orbital gap: 8.43 eV
spin multiplicity: 1

Cartesian coordinates (Å):
C 3.80827 -1.38588 1.19271
O 2.82084 -0.51299 0.70653
C 2.58182 -0.65453 -0.67062
C 1.47551 0.27888 -1.09050
O 0.25369 -0.17713 -0.56112
C -0.76909 0.78030 -0.54710
C -2.01800 0.06653 -0.08303
O -3.01878 1.00084 0.27268
C -4.25888 0.39607 0.60201
Hg -2.72090 3.08679 0.87002
H 3.93050 -1.18890 2.26430
H 3.50808 -2.43916 1.05428
H 4.77383 -1.22126 0.68354
H 2.30038 -1.69760 -0.90618
H 3.49192 -0.40681 -1.24725
H 1.40274 0.30479 -2.19177
H 1.72109 1.30414 -0.76073
H -0.96564 1.26263 -1.52143
H -0.35131 1.64282 0.00301
H -1.82591 -0.61145 0.76414
H -2.38956 -0.57685 -0.89721
H -4.67180 -0.11200 -0.28293
H -4.13643 -0.33138 1.41954
H -4.94237 1.19214 0.92710